16
Properties=species:S:1:pos:R:3:forces:R:3 method="wB97M-V/def2-TZVPD" smiles=COC1(C)CC1 lumo_ev=1.030 e_above_lowest_kj_mol=281.7 e_tot_ev=-7391.846 charge=0 molar_mass_g_mol=86.1 gap_ev=10.0
C 1.927724 -0.052738 0.302281 0.565 0.305 -0.119
O 0.704978 -0.195691 0.956556 1.331 0.684 -0.359
C -0.441820 0.151475 0.206530 1.070 -2.504 0.598
C -0.553069 1.603437 -0.183947 -0.523 0.144 0.513
C -0.851739 -0.893611 -0.769365 0.309 -0.749 -1.631
C -1.195947 -1.185583 0.600585 -1.924 1.231 0.790
H 2.679021 -0.519223 0.940890 0.060 0.085 -0.110
H 1.936221 -0.544125 -0.681274 -0.002 0.065 0.096
H 2.161277 1.007662 0.182769 0.312 0.039 -0.169
H -1.507834 1.815852 -0.668588 0.002 -0.018 0.141
H -0.424961 2.256890 0.679389 -0.109 0.087 -0.005
H 0.229327 1.864727 -0.922159 -0.258 -0.379 0.338
H -1.672176 -0.722648 -1.441135 -0.164 0.629 -0.281
H -0.139919 -1.558289 -1.213962 0.550 -0.159 -0.234
H -0.685605 -2.040649 1.047407 0.160 1.007 0.462
H -2.165484 -0.987489 0.964021 -1.379 -0.467 -0.028

---

54
Properties=species:S:1:pos:R:3:forces:R:3 method="wB97M-V/def2-TZVPD" spin_multiplicity=5 lumo_ev="-2.695 / -2.928" e_above_lowest_kj_mol=19.4 e_tot_ev=-75796.426 charge=+1 molar_mass_g_mol=436.4 gap_ev="8.3 / 8.7"
Cr -0.113509 0.061022 0.047919 -1.028 -0.522 0.887
P -2.442502 -0.166833 -0.633461 0.281 -0.095 0.557
C -2.411186 0.323860 -2.417646 0.508 0.234 0.942
C -1.000303 0.830137 -2.779162 0.341 0.557 -0.300
N 0.054414 0.692515 -1.917833 -0.289 -0.799 -0.355
C 1.337115 0.905461 -2.304976 -0.437 0.508 -1.119
C 1.572440 1.476801 -3.560426 -0.576 -0.206 0.811
C 0.485710 1.793925 -4.379917 1.015 0.436 -0.265
C -0.796766 1.456748 -4.015157 -0.065 -0.642 0.768
C 2.471862 0.499028 -1.374345 0.180 0.777 -0.390
P 2.136527 -1.117186 -0.607184 0.511 -0.642 0.553
H -1.634907 1.634106 -4.666338 -0.110 0.024 -0.122
H 2.589558 1.710564 -3.810632 0.192 0.051 -0.376
H 0.683908 2.325572 -5.315385 -0.176 -0.299 0.258
H 3.414964 0.419058 -1.930749 -0.233 0.394 -0.003
H 2.597643 1.269734 -0.595457 -0.050 -0.285 -0.082
H -2.733506 -0.497489 -3.050431 0.286 -0.150 -0.261
H -3.176097 1.099430 -2.512651 0.269 0.123 -0.303
H -0.956451 -2.682412 -3.422154 0.495 0.068 -0.568
O -1.276080 -2.832313 -4.332792 -2.314 -0.356 1.973
H -2.224096 -3.074967 -4.051263 1.803 0.325 -1.290
H 0.671213 -3.085742 -1.224998 -1.331 -0.049 1.289
O -0.106611 -3.220811 -0.601829 0.894 -0.824 -2.017
H -0.468708 -4.063123 -0.961307 0.136 0.578 0.629
C 3.079851 -2.269005 -1.747177 -0.234 0.357 -0.073
H 3.984534 -1.772327 -2.109354 -0.070 0.075 0.124
H 3.404711 -3.175753 -1.242836 -0.199 -0.041 0.235
H 2.507358 -2.557367 -2.632594 -0.080 0.069 0.084
C 3.157991 -1.203386 0.910492 0.063 -0.185 0.221
H 2.871386 -2.131364 1.428551 0.080 0.190 -0.214
H 4.239518 -1.236542 0.736665 -0.201 0.143 -0.047
H 2.905371 -0.389890 1.601722 0.066 -0.026 -0.276
C -3.489675 1.141476 0.077997 -0.793 0.542 0.100
H -4.458254 1.187903 -0.475893 0.566 -0.034 0.498
H -3.695343 1.004032 1.162693 0.236 -0.077 -0.755
H -2.992651 2.128898 -0.042911 -0.191 -0.650 0.045
C -3.339716 -1.742459 -0.386934 -0.470 -0.246 -0.216
H -3.524212 -1.896581 0.705333 0.195 0.222 -0.888
H -4.309083 -1.726327 -0.931519 0.496 -0.093 0.434
H -2.724189 -2.589797 -0.756566 -0.323 0.598 0.252
O -0.635121 -0.231580 2.050681 1.323 1.310 -0.247
C 0.070590 0.815202 2.375188 -0.444 -0.539 -0.780
O 0.646464 1.488497 1.438985 -0.375 -0.905 0.495
C 0.196244 1.239893 3.787649 0.140 0.085 -0.165
C 0.969877 2.372411 4.056343 -0.236 -0.177 -0.107
C 1.076537 2.820119 5.360696 0.566 0.741 0.313
C 0.438533 2.145220 6.395589 -0.516 -0.398 0.240
C -0.341443 1.002075 6.122539 0.402 0.402 -0.052
C -0.450295 0.543499 4.813206 -0.126 0.001 -0.006
H 1.450752 2.890163 3.226589 -0.119 -0.127 0.290
H 1.676880 3.727593 5.570009 -0.465 -0.709 -0.073
H 0.511785 2.514645 7.429570 0.008 -0.212 -0.596
H -0.854147 0.481873 6.929683 0.146 0.127 -0.176
H -1.048907 -0.338229 4.563789 0.253 0.352 0.121

---

9
Properties=species:S:1:pos:R:3:forces:R:3 method="wB97M-V/def2-TZVPD" smiles=CO[Si](Br)(Br)Br lumo_ev=0.259 e_above_lowest_kj_mol=21.7 e_tot_ev=-221142.591 charge=0 molar_mass_g_mol=298.8 gap_ev=10.8
C -0.608442 -1.018684 -0.050704 -1.379 -2.421 0.361
O 0.472523 -0.904217 -0.957728 0.490 0.847 0.705
Si 1.377013 -2.208058 -1.191721 0.955 -0.451 -1.958
Br 0.662632 -3.292701 -3.076549 0.189 0.461 1.050
Br 3.431788 -1.557310 -1.589311 0.089 0.260 -0.224
Br 1.656455 -3.616428 0.432826 -0.374 -0.365 0.458
H -0.697856 -0.372743 0.848024 0.671 0.268 -1.080
H -0.516797 -2.066465 0.366988 -0.737 1.080 -0.002
H -1.511721 -1.015520 -0.684928 0.097 0.320 0.691

---

Please write out number 3 again, unchanged.
9
Properties=species:S:1:pos:R:3:forces:R:3 method="wB97M-V/def2-TZVPD" smiles=CO[Si](Br)(Br)Br lumo_ev=0.259 e_above_lowest_kj_mol=21.7 e_tot_ev=-221142.591 charge=0 molar_mass_g_mol=298.8 gap_ev=10.8
C -0.608442 -1.018684 -0.050704 -1.379 -2.421 0.361
O 0.472523 -0.904217 -0.957728 0.490 0.847 0.705
Si 1.377013 -2.208058 -1.191721 0.955 -0.451 -1.958
Br 0.662632 -3.292701 -3.076549 0.189 0.461 1.050
Br 3.431788 -1.557310 -1.589311 0.089 0.260 -0.224
Br 1.656455 -3.616428 0.432826 -0.374 -0.365 0.458
H -0.697856 -0.372743 0.848024 0.671 0.268 -1.080
H -0.516797 -2.066465 0.366988 -0.737 1.080 -0.002
H -1.511721 -1.015520 -0.684928 0.097 0.320 0.691

---

Question: What is the charge in the second record?
Answer: +1